The following is a DFT calculation (the ωB97M-V functional and the def2-TZVPD basis) of C49H48AsCl2N4S5Sc as an isolated structure.

relative energy (zero: lowest compared OMol25 entry of this formula, charge and spin): 16.61 kJ/mol
charge: -2
DFT total energy: -8023.08495 Ha
lowest unoccupied orbital energy: 0.144 hartree
HOMO-LUMO gap: 0.2080 Eh

Each line ends with the Mulliken charge.
Element x y z (Å)
Sc: 0.37603 -0.17756 -0.15733  -0.86
S: 3.26580 0.60142 3.55479  -0.41
C: 2.12041 0.31886 2.37401  0.35
S: 1.07653 1.55093 1.75181  -0.45
S: 1.90142 -1.23781 1.62656  -0.36
S: 0.75767 -2.59146 -1.04914  -0.04
C: -0.16912 -2.97901 -2.49105  -0.57
N: -0.10316 -4.33161 -2.93545  0.19
C: -1.17890 -4.71305 -3.82703  -0.82
C: -1.25120 -3.72850 -4.96694  -0.47
N: -1.55801 -2.41966 -4.44451  0.94
C: -1.51844 -1.39910 -5.48462  -0.10
C: -2.86456 -1.19436 -6.13908  -0.40
C: -3.82223 -0.37120 -5.55310  -0.08
C: -5.06443 -0.20639 -6.14356  -0.86
C: -5.37362 -0.86578 -7.32639  -0.38
C: -4.42725 -1.68782 -7.91901  -0.77
C: -3.18046 -1.84348 -7.32782  -0.05
C: -0.92315 -2.10190 -3.19308  -0.85
S: -1.36045 -0.50768 -2.56435  0.50
C: 0.23838 -5.38013 -1.99415  -1.63
C: -0.95263 -5.90836 -1.21675  0.54
C: -1.34354 -7.23646 -1.32865  -0.43
C: -2.45998 -7.71533 -0.65373  -0.60
C: -3.20814 -6.85709 0.13559  -0.41
C: -2.83127 -5.52359 0.24720  -0.81
C: -1.71303 -5.05123 -0.41902  0.29
H: -2.14905 -4.74810 -3.30944  0.23
H: -0.96928 -5.71697 -4.21030  0.53
H: -2.03582 -4.02266 -5.67523  0.32
H: -0.28889 -3.73059 -5.50673  0.08
H: -0.79378 -1.68179 -6.26545  0.23
H: -1.16033 -0.45515 -5.07357  0.17
H: -3.58569 0.12069 -4.61878  0.41
H: -5.79860 0.43644 -5.67395  0.40
H: -6.34779 -0.73881 -7.78240  0.36
H: -4.65668 -2.20559 -8.84286  0.37
H: -2.43385 -2.47568 -7.79737  0.41
H: 0.98683 -4.98664 -1.30770  0.55
H: 0.69107 -6.21080 -2.54963  0.48
H: -0.76677 -7.90408 -1.96079  0.31
H: -2.74905 -8.75500 -0.75397  0.34
H: -4.08336 -7.22090 0.65984  0.37
H: -3.41326 -4.84241 0.85566  0.46
H: -1.41810 -4.01255 -0.33105  0.34
Cl: -1.69309 0.12495 1.78855  -0.22
C: -3.04979 -0.62056 1.00640  0.61
C: -4.19434 -0.82314 1.74120  -0.73
C: -5.29299 -1.42385 1.14427  -0.43
C: -5.17345 -1.82908 -0.17147  -0.70
C: -4.00690 -1.62902 -0.89632  0.80
Cl: -4.00809 -2.33748 -2.48497  -0.19
C: -2.87538 -0.96293 -0.36050  -0.99
N: -1.66296 -0.64588 -0.91120  0.35
H: -4.21047 -0.50974 2.77633  0.44
H: -6.20643 -1.59290 1.69671  0.34
H: -5.98797 -2.33843 -0.66909  0.40
C: 6.89862 5.34637 -2.79465  -1.65
C: 5.97864 4.17233 -2.60436  0.66
C: 5.83402 3.20414 -3.57932  -0.97
C: 4.99345 2.09637 -3.43010  1.01
C: 5.03256 1.11943 -4.58067  -1.41
C: 4.22932 1.97124 -2.25670  -0.63
As: 2.95731 0.52434 -1.72777  1.99
N: 1.24547 1.21098 -1.52968  1.60
C: 0.74874 2.47743 -1.67617  0.15
C: -0.55730 2.73732 -1.19639  -0.42
C: -1.14210 3.98356 -1.29944  -0.95
C: -0.46831 5.04552 -1.89372  -0.87
C: 0.80499 4.80888 -2.39123  -0.98
C: 1.40209 3.56248 -2.29677  0.44
C: 2.73845 -0.56877 -3.35621  0.81
C: 2.00040 -0.21721 -4.48810  0.62
C: 1.32877 1.11739 -4.62872  -1.22
C: 1.92568 -1.10896 -5.55590  -0.60
C: 2.52770 -2.35446 -5.51598  0.49
C: 2.43581 -3.30553 -6.67864  -2.06
C: 3.22996 -2.70441 -4.37133  -1.00
C: 3.35283 -1.83225 -3.29751  0.35
C: 4.16914 -2.27401 -2.11066  -2.03
C: 4.42782 2.91729 -1.22687  1.14
C: 3.70891 2.81318 0.08396  -1.61
C: 5.27964 3.99671 -1.42050  -1.08
H: 7.20540 5.44403 -3.83685  0.35
H: 7.80282 5.24215 -2.18962  0.30
H: 6.41597 6.27886 -2.49553  0.36
H: 6.40064 3.29471 -4.50088  0.30
H: 5.93077 1.31067 -5.16954  0.46
H: 4.17278 1.22461 -5.24240  0.21
H: 5.05465 0.08112 -4.26148  0.15
H: -1.13596 1.93642 -0.74162  0.28
H: -2.14277 4.12205 -0.90571  0.45
H: -0.92496 6.02465 -1.96856  0.32
H: 1.35946 5.61239 -2.86626  0.44
H: 2.39220 3.42942 -2.70500  0.32
H: 2.00116 1.93690 -4.36814  0.32
H: 0.47705 1.19789 -3.95305  -0.11
H: 0.99223 1.26682 -5.65711  0.58
H: 1.37633 -0.81524 -6.44468  0.36
H: 1.65739 -2.99784 -7.37888  0.34
H: 2.20075 -4.31568 -6.33787  0.38
H: 3.37902 -3.35498 -7.22936  0.46
H: 3.69349 -3.68346 -4.30719  0.28
H: 4.52218 -3.29520 -2.26360  0.44
H: 3.58002 -2.24510 -1.19320  0.34
H: 5.04529 -1.63690 -1.95791  0.26
H: 3.81484 1.82748 0.54597  0.32
H: 2.63543 2.97763 -0.02734  0.09
H: 4.08476 3.55096 0.79257  0.33
H: 5.39030 4.71763 -0.61708  0.37

Cartesian forces (eV/Å) of the 6 atoms listed first:
-0.477 -0.187 0.112
-0.057 -0.011 -0.017
0.063 -0.001 -0.024
-0.059 -0.055 0.025
-0.067 -0.028 -0.003
0.064 0.215 -0.034

***

The following is a DFT calculation (the ωB97M-V functional and the def2-TZVPD basis) of C49H48F3GeMnN3O2PSe as an isolated structure.

relative energy (zero: lowest compared OMol25 entry of this formula, charge and spin): 0.00 kJ/mol
charge: -1
spin multiplicity: 2
DFT total energy: -8481.04846 Ha
⟨S²⟩: 0.873
lowest unoccupied orbital energy (spin up / spin down): 0.088 / 0.088 hartree
HOMO-LUMO gap (spin up / spin down): 0.2410 / 0.2402 Eh

Each line ends with the Mulliken spin population.
Element x y z (Å)
Mn: 0.24654 0.28857 -0.14453  1.04
C: -0.50831 1.62029 5.30051  0.00
C: -0.68346 0.21484 4.77247  0.00
C: -1.23660 -0.70273 5.67234  0.00
C: -1.38619 -2.04070 5.36478  0.00
C: -0.98334 -2.49660 4.11739  0.00
C: -0.47972 -1.59709 3.19823  -0.02
C: -0.32003 -0.23634 3.49706  0.01
P: 0.54653 0.61527 2.10019  -0.14
C: 0.61692 2.41878 2.46034  -0.02
C: 1.83959 3.06980 2.55860  0.00
C: 1.92736 4.45652 2.54990  0.00
C: 0.78374 5.21645 2.36767  0.00
C: -0.43810 4.57368 2.20335  0.00
C: -0.55085 3.19445 2.34266  0.01
C: -1.90629 2.55126 2.30327  0.01
C: 2.23031 0.02006 2.41629  0.03
C: 2.90373 0.09545 3.63601  0.00
C: 4.17869 -0.42381 3.75492  0.00
C: 4.77033 -1.03254 2.64714  0.00
C: 4.08723 -1.12583 1.44910  -0.01
C: 2.79279 -0.60661 1.30686  -0.02
C: 1.98980 -0.71898 0.04027  0.03
H: 0.05706 1.59128 6.23498  0.00
H: -1.48026 2.06548 5.53062  0.00
H: 0.01169 2.28754 4.62322  0.00
H: -1.53161 -0.34364 6.65347  0.00
H: -1.80446 -2.72293 6.09510  0.00
H: -1.07652 -3.54277 3.85624  0.00
H: -0.19209 -1.95655 2.21531  0.00
H: 2.75000 2.48578 2.60577  0.00
H: 2.89425 4.93316 2.65777  0.00
H: 0.85387 6.29348 2.27431  0.00
H: -1.34617 5.16188 2.13128  0.00
H: -2.66486 3.24867 1.94447  0.00
H: -2.20575 2.21420 3.29971  0.00
H: -1.91210 1.67195 1.65531  -0.01
H: 2.42439 0.56327 4.49095  0.00
H: 4.71114 -0.36243 4.69619  0.00
H: 5.76939 -1.44515 2.73087  0.00
H: 4.54803 -1.61182 0.59585  0.00
H: 1.79387 -1.78131 -0.16257  -0.01
H: 2.62089 -0.36118 -0.78534  0.01
Se: 4.44439 3.67361 -1.55066  0.00
N: 3.10007 4.85957 -1.77808  0.00
C: 2.01328 4.24165 -1.43702  0.00
C: 0.70710 4.88190 -1.39395  0.00
C: -0.34182 4.14813 -1.00954  0.00
C: -0.16675 2.66417 -0.98608  0.06
N: 1.05223 2.15996 -0.57077  0.08
C: 2.13480 2.83834 -0.99520  -0.01
N: 3.35813 2.36388 -0.98246  0.00
H: 0.65679 5.94670 -1.58307  0.00
H: -1.34749 4.53649 -1.11731  0.00
H: -0.97414 2.13928 -0.45126  -0.07
F: 1.28204 -9.12012 0.61018  0.00
C: 2.09783 -8.05674 0.82144  0.00
F: 2.53178 -8.17813 2.09794  0.00
F: 3.17116 -8.23564 0.02603  0.00
C: 1.40844 -6.75579 0.57733  0.01
C: 1.77100 -5.93295 -0.48006  0.00
C: 1.09446 -4.74720 -0.70452  0.01
C: 0.02855 -4.35375 0.11888  -0.01
C: -0.31608 -5.19783 1.18757  0.01
C: 0.36092 -6.37900 1.41170  0.00
C: -0.66480 -3.13970 -0.12012  0.02
C: -1.20786 -2.05984 -0.26909  -0.08
H: 2.59153 -6.21351 -1.12649  0.00
H: 1.38904 -4.09946 -1.51947  0.00
H: -1.13397 -4.91045 1.83405  0.00
H: 0.07520 -7.01388 2.24204  0.00
C: -0.27670 0.62170 -8.71265  0.00
C: -0.24036 0.75416 -7.21342  0.00
C: 0.93505 0.54156 -6.50781  0.00
C: 0.99128 0.65972 -5.12204  0.00
C: 2.28551 0.41277 -4.39189  0.00
C: -0.17280 1.02562 -4.44529  0.00
C: -1.37034 1.25447 -5.12656  0.00
C: -2.63715 1.62215 -4.39714  0.00
C: -1.38505 1.10314 -6.50662  0.00
C: -0.12073 1.13383 -2.95387  0.01
O: -0.46166 2.31486 -2.50539  0.01
O: 0.23898 0.18317 -2.27332  0.00
H: 0.61236 0.11259 -9.08468  0.00
H: -0.32356 1.60226 -9.19220  0.00
H: -1.15207 0.05764 -9.03835  0.00
H: 1.83698 0.26851 -7.04633  0.00
H: 3.10795 0.32558 -5.10123  0.00
H: 2.23278 -0.50034 -3.79796  0.00
H: 2.52112 1.21801 -3.69208  0.00
H: -2.85263 0.91319 -3.59405  0.00
H: -3.48352 1.62219 -5.08362  0.00
H: -2.55986 2.60695 -3.93761  0.00
H: -2.31644 1.26117 -7.04177  0.00
C: -3.78628 -0.60880 2.26016  0.00
Ge: -3.51786 -0.52492 0.32335  0.01
C: -4.18158 1.20247 -0.35540  0.00
C: -4.72150 -1.89632 -0.41587  0.00
C: -1.73929 -0.75443 -0.40920  0.09
H: -4.86303 -0.57275 2.44691  0.00
H: -3.31002 0.20894 2.79829  0.00
H: -3.39780 -1.54276 2.66311  0.00
H: -5.12287 1.48075 0.12392  0.00
H: -4.35724 1.13008 -1.43142  0.00
H: -3.45968 2.00254 -0.18339  0.00
H: -5.77003 -1.65535 -0.22476  0.00
H: -4.49989 -2.86788 0.03043  0.00
H: -4.57056 -1.97914 -1.49405  0.00
H: -1.86871 -0.54013 -1.47655  -0.03

Cartesian forces (eV/Å) of the 6 atoms listed first:
0.170 -0.035 0.095
0.021 0.016 0.049
-0.002 0.036 0.006
-0.007 -0.012 0.008
-0.001 0.028 0.019
-0.081 0.023 -0.046

***

no.,largest force on an atom (hartree/bohr)
1,0.01020
2,0.02920